The following is a DFT calculation (ωB97M-V with the def2-TZVPD basis set) of C3H5NO in the gas phase.

Results
Spin multiplicity: 1
SMILES: O=C1CCN1
ΔE to the lowest compared entry with this formula, charge and spin (eV): 1.222
Electronic energy (Ha): -247.2623
LUMO (eV): 1.0
HOMO level (eV): -9.683
HOMO-LUMO gap (eV): 10.6866
Max |F| (eV Å⁻¹): 2.87

Last column: Löwdin charge in e.
Element x y z (Å)
O: 2.202224 0.308763 0.206715  0.076
C: 1.046362 0.170376 -0.084208  -0.554
C: -0.226943 0.969469 0.225885  -0.060
C: -0.925896 -0.391750 0.035243  -0.105
N: 0.392913 -0.909895 -0.590550  0.067
H: -0.164774 1.386393 1.238063  0.115
H: -0.488020 1.765891 -0.475225  0.112
H: -1.261336 -0.811547 1.003710  0.116
H: -1.390468 -0.654849 -0.885887  0.094
H: 0.815941 -1.832855 -0.673750  0.138

Atoms 1-3, force components in eV/Å:
0.3 0.4 -0.2
1.0 0.3 0.3
0.3 0.0 -0.1